No. 1
Computed, not measured: one molecule with the formula C8H18OSi in a non-equilibrium geometry, with wB97M-V/def2-TZVPD.

XYZ file:
```
28
Properties=species:S:1:pos:R:3:forces:R:3:nbo_charge:R:1
Si -0.176 0.019 0.198 1.475 -2.243 -2.664 1.8962
O -1.450 0.848 0.762 0.643 0.024 -0.428 -0.9129
C 1.034 1.086 -0.875 0.848 -0.563 -0.288 -0.6946
C 1.495 2.238 -0.004 0.818 1.185 2.530 -0.6178
C 2.288 0.310 -1.508 -4.263 -2.292 -0.262 -0.5837
C -1.838 -2.311 -0.270 -0.068 0.304 -1.865 -0.6334
C -2.355 1.721 0.118 0.997 1.630 2.238 -0.2384
C 0.554 -0.540 1.824 -0.197 -0.328 1.690 -0.6915
C -0.662 -1.567 -0.998 -0.150 2.138 2.596 -0.8431
C 0.744 -1.756 2.390 -0.381 1.537 -0.977 -0.3244
H 1.578 1.847 1.129 -0.142 1.250 -2.307 0.1967
H -2.788 -1.845 -0.671 0.680 -1.164 0.842 0.2070
H 3.131 0.844 -1.376 2.871 1.769 0.466 0.1988
H 2.074 0.207 -2.592 0.363 -0.125 0.616 0.2048
H -3.155 1.537 0.790 -1.878 0.372 -0.390 0.1983
H 2.515 2.713 -0.214 -1.177 -0.952 -0.071 0.2081
H -2.529 1.554 -0.917 -0.215 -0.370 -0.828 0.1767
H 0.541 1.475 -1.771 -0.395 0.106 0.289 0.2187
H -1.811 -2.425 0.822 0.066 0.674 -0.315 0.2120
H 0.085 -2.370 -0.973 0.618 0.991 -0.753 0.2222
H 0.647 -2.569 1.748 -0.062 -1.540 -1.268 0.1690
H 0.518 0.327 2.499 0.326 -0.245 0.100 0.2115
H -0.949 -1.153 -2.004 0.407 -0.900 0.854 0.2261
H 2.412 -0.715 -1.091 0.029 0.637 -0.223 0.2037
H -2.059 2.809 0.311 -0.127 -1.328 -0.551 0.1718
H -1.557 -3.287 -0.669 -1.687 -0.530 0.169 0.2061
H 0.798 3.123 -0.052 0.423 -1.009 0.377 0.2125
H 0.916 -2.121 3.392 0.178 0.975 0.423 0.1995
```
Forces are in eV/Å.

Computed properties:
**Maximum force**: 0.094 hartree/bohr
**LUMO energy**: 0.03363 hartree
**Kohn-Sham gap**: 9.8 eV
**ΔE to the lowest compared entry with this formula, charge and spin**: 36.9 kcal per mole
**SMILES**: C=C[Si@@](CC)(OC)C(C)C

No. 2
Computed, not measured: one molecule with the formula C8H18Si in a non-equilibrium geometry, with wB97M-V/def2-TZVPD.

XYZ file:
```
27
Properties=species:S:1:pos:R:3:forces:R:3:nbo_charge:R:1
Si -1.017 -0.003 -0.023 -0.491 1.008 1.270 1.6353
C 0.414 1.186 0.031 0.307 -2.288 0.730 -0.3424
C 0.970 -1.749 1.259 2.480 -2.620 -6.339 -0.6310
C 1.127 1.552 1.314 0.376 5.214 -2.576 -0.6445
C 0.934 -1.478 -1.328 0.685 2.542 -0.368 -0.6450
C -2.095 -0.063 1.586 -0.192 4.518 -3.052 -1.0641
C 0.383 -1.130 0.017 -0.609 1.652 0.125 -0.4317
C -2.076 0.096 -1.588 1.683 -4.955 0.503 -1.0971
C 1.082 1.687 -1.237 -0.576 -3.132 1.230 -0.6601
H 1.060 -2.504 -1.472 0.201 -1.834 -0.243 0.2150
H 2.058 -1.731 0.972 -0.456 -0.154 1.151 0.1965
H 1.902 -0.950 -1.662 -0.980 -0.735 0.784 0.1907
H 0.798 -1.375 2.147 -1.043 2.188 4.382 0.2064
H -2.562 -0.993 -1.452 0.466 2.254 -0.443 0.2313
H -1.490 -0.046 -2.528 -0.660 0.724 0.657 0.2419
H 0.934 1.032 2.138 -1.474 -2.469 3.306 0.2065
H -2.810 0.820 -1.566 -1.513 1.561 -0.291 0.2393
H -2.202 0.993 2.015 0.212 -1.382 -0.502 0.2331
H -3.070 -0.378 1.343 -1.419 -0.365 -0.469 0.2296
H 0.819 2.690 -1.253 0.037 2.227 -0.508 0.2245
H -1.777 -0.681 2.295 1.763 -2.557 3.023 0.2223
H 0.606 1.144 -2.078 0.802 0.582 0.117 0.2145
H 0.705 -2.827 1.230 0.025 0.421 0.257 0.2160
H 0.733 2.672 1.552 0.944 -2.197 -0.278 0.2053
H 2.146 1.475 -1.062 -0.063 0.407 -0.920 0.2046
H 2.246 1.658 1.364 -0.769 -0.179 -0.919 0.2005
H 0.180 -1.098 -2.012 0.261 -0.432 -0.625 0.2027
```
Forces are in eV/Å.

Computed properties:
**Maximum force**: 0.142 hartree/bohr
**LUMO energy**: 0.03022 hartree
**Kohn-Sham gap**: 7.7 eV
**ΔE to the lowest compared entry with this formula, charge and spin**: 68.8 kcal per mole

No. 3
Computed, not measured: one molecule with the formula C8H18Si in a non-equilibrium geometry, with wB97M-V/def2-TZVPD.

XYZ file:
```
27
Properties=species:S:1:pos:R:3:forces:R:3:nbo_charge:R:1
Si 0.054 0.609 0.784 0.229 0.291 -0.729 1.6294
C -0.186 0.002 -0.994 -0.592 -0.985 -0.564 -0.5015
C 0.883 0.129 -2.049 2.637 0.210 1.134 -0.4253
C -0.114 -2.439 -0.426 1.633 -2.015 -1.135 -0.6041
C 1.736 -0.093 1.690 0.131 3.178 -3.203 -1.0519
C -0.856 -1.361 -1.169 -0.955 0.937 3.686 -0.4002
C 0.168 2.534 0.619 -0.337 -1.723 1.605 -1.1057
C -1.575 0.209 1.689 2.586 -4.296 0.204 -1.1095
C -0.371 0.919 -2.202 -1.928 1.889 -0.482 -0.4149
H 1.606 -0.878 2.354 -0.284 -1.307 1.467 0.2245
H 1.872 0.648 -1.603 -2.204 -1.022 -1.726 0.2124
H -0.066 -2.279 0.672 -0.071 0.025 -0.665 0.2041
H 1.008 2.720 1.362 -1.251 0.814 -1.024 0.2355
H -0.332 2.038 -1.964 0.137 -1.787 -0.602 0.2140
H -1.143 -0.416 2.557 -0.992 0.821 -0.811 0.2279
H 1.010 -2.425 -0.848 -2.354 -0.565 1.095 0.1994
H 2.244 0.843 2.138 -0.720 -1.702 -0.414 0.2306
H -2.059 0.995 2.083 -1.471 3.056 1.511 0.2258
H -1.876 -1.396 -0.749 0.075 0.481 -0.062 0.1942
H -0.658 -3.471 -0.606 1.462 1.849 0.350 0.2160
H 1.041 -0.833 -2.603 0.092 1.321 0.247 0.2206
H -2.361 -0.432 1.248 0.742 0.230 -0.270 0.2452
H 2.404 -0.458 0.833 -0.825 0.514 1.177 0.2354
H 0.321 2.841 -0.415 0.357 0.254 0.454 0.2337
H -0.889 2.777 0.958 1.562 0.450 -0.203 0.2397
H -1.244 0.753 -3.004 2.318 -0.158 1.829 0.2265
H -1.012 -1.553 -2.159 0.023 -0.761 -2.871 0.1982
```
Forces are in eV/Å.

Computed properties:
**Maximum force**: 0.098 hartree/bohr
**LUMO energy**: 0.03364 hartree
**Kohn-Sham gap**: 10.5 eV
**ΔE to the lowest compared entry with this formula, charge and spin**: 31.7 kcal per mole
**SMILES**: CCC1([Si](C)(C)C)CC1

No. 4
Computed, not measured: a 2-piece molecular cluster, C8H19BO5 overall in a non-equilibrium geometry, with wB97M-V/def2-TZVPD.

XYZ file:
```
33
Properties=species:S:1:pos:R:3:forces:R:3:nbo_charge:R:1
O -0.778 0.693 0.417 -0.825 1.015 -0.249 -0.5232
O 1.636 -1.682 -2.245 -1.770 -1.552 0.514 -0.9367
O -0.269 -1.478 -0.771 -0.244 2.354 0.624 -1.0149
O 1.386 0.613 -0.155 0.678 -1.665 1.525 -0.5402
O 0.017 -3.509 -1.781 1.725 -2.428 -2.375 -0.9046
C 0.121 0.574 -0.502 -0.008 0.089 -1.881 0.9538
C 0.089 1.231 -1.925 0.312 -4.391 1.285 -0.7199
C 3.107 -0.752 0.869 2.232 -3.221 -1.230 -0.6561
C -2.799 2.097 -0.104 -1.707 1.262 -1.319 -0.6572
C 1.799 -0.249 1.048 -1.983 4.545 0.759 0.0945
C -2.266 0.746 0.021 1.296 -3.071 0.025 0.1010
C -2.847 -0.200 1.088 0.304 0.972 0.515 -0.6314
C 1.677 0.598 2.305 1.028 0.282 -0.141 -0.6213
B 0.421 -2.225 -1.603 1.141 0.584 -0.503 1.1818
H -3.609 -0.827 0.707 -0.749 -0.651 -0.852 0.2219
H 1.021 -0.911 1.182 -1.317 -2.176 -0.594 0.2258
H -3.878 2.056 -0.367 0.411 -0.510 0.246 0.2378
H 1.621 -0.950 -1.644 1.014 1.261 0.078 0.4690
H -0.878 1.474 -2.210 -1.497 1.705 -0.330 0.2271
H -2.310 0.142 -0.910 0.191 0.678 0.318 0.2242
H 3.152 -1.463 0.031 -0.100 -0.066 0.201 0.2388
H -1.994 -0.842 1.332 -0.543 0.049 0.461 0.2596
H 3.404 -1.306 1.754 -0.219 -0.295 0.220 0.2334
H 1.630 -0.102 3.136 0.272 0.173 0.287 0.2155
H 2.505 1.306 2.385 0.201 -0.269 0.269 0.2032
H 0.268 0.366 -2.611 0.412 0.715 0.469 0.2708
H -2.444 2.732 -0.915 0.678 -0.300 -0.038 0.2254
H 0.962 1.829 -1.863 0.109 1.333 -0.679 0.2555
H -2.796 2.688 0.770 0.382 0.456 1.300 0.2246
H -3.350 0.291 1.948 0.893 -0.013 -0.244 0.2055
H 0.643 -4.001 -2.423 -1.557 1.187 1.608 0.4821
H 3.953 -0.140 0.701 0.343 1.642 -0.143 0.2291
H 0.806 1.201 2.332 -1.104 0.306 -0.126 0.2251
```
Forces are in eV/Å.

Computed properties:
**Maximum force**: 0.098 hartree/bohr
**LUMO energy**: 0.02266 hartree
**Kohn-Sham gap**: 9.8 eV
**ΔE to the lowest compared entry with this formula, charge and spin**: 3.4 kcal per mole

No. 5
Computed, not measured: C8H19ClHfINO2P as an isolated structure in a non-equilibrium geometry, with wB97M-V/def2-TZVPD.

XYZ file:
```
34
Properties=species:S:1:pos:R:3:forces:R:3:nbo_charge:R:1
Hf -0.082 -1.591 -0.305 -3.683 1.911 2.151 1.5922
I 1.426 -3.856 0.109 -0.841 -0.144 -1.716 0.5270
Cl -2.582 -1.695 -0.204 2.379 0.018 -0.539 -0.3406
P -0.018 0.488 -2.011 -0.916 2.522 -2.344 0.7536
O -0.253 -0.751 1.519 0.874 -0.216 -1.037 -0.7854
O 2.987 0.111 -0.594 -5.989 -1.896 1.499 -0.2917
N -0.252 0.520 3.439 -0.747 -2.554 -1.489 -0.2691
C -0.903 0.811 4.747 -0.590 0.385 0.698 -0.4381
C -1.124 0.348 -3.455 -0.494 -0.840 -0.123 -0.9026
C -0.876 -0.248 2.536 0.755 1.943 2.100 0.5568
C 1.233 0.659 3.438 -0.204 0.302 -0.023 -0.4301
C -0.050 -3.522 -1.912 1.005 -2.002 0.169 -0.7259
C -0.611 2.097 -1.371 -0.366 -0.076 1.176 -0.8974
C 1.413 1.175 -2.926 0.881 -0.664 0.304 -0.9018
C 1.907 -0.282 -0.354 7.090 1.533 -1.004 0.4680
H -1.405 -0.097 5.142 0.353 0.595 -0.295 0.2516
H 0.382 -2.991 -2.767 0.794 -0.024 0.391 0.2838
H 2.065 1.742 -2.253 -0.052 -0.107 -0.266 0.2608
H -0.840 2.733 -2.240 0.111 -0.351 0.225 0.2924
H 1.050 1.840 -3.724 -0.065 -0.314 0.381 0.2954
H -1.079 -3.184 -1.728 -0.264 -0.198 0.782 0.2750
H -0.080 1.104 5.431 -0.902 -0.184 -0.334 0.2521
H -1.515 1.964 -0.765 0.087 0.202 -0.163 0.2651
H -2.140 0.088 -3.134 0.133 0.118 -0.214 0.2747
H -0.752 -0.426 -4.138 -0.164 0.151 0.046 0.2607
H 1.464 1.062 4.430 0.365 -0.164 -0.523 0.2624
H -1.642 1.642 4.681 0.607 -0.561 -0.119 0.2667
H 0.152 2.601 -0.765 -0.141 -0.158 -0.091 0.2628
H -1.110 1.319 -3.984 -0.052 -0.491 0.356 0.2861
H -0.056 -4.624 -2.086 -0.221 0.903 -0.100 0.3416
H 1.568 1.375 2.676 -0.171 -0.234 0.172 0.2355
H 1.711 -0.320 3.305 -0.158 0.276 0.038 0.2289
H 1.969 0.346 -3.371 0.205 0.272 -0.166 0.2564
H -1.956 -0.435 2.635 0.380 0.047 0.058 0.2330
```
Forces are in eV/Å.

Computed properties:
**Maximum force**: 0.142 hartree/bohr
**LUMO energy**: -0.49172 hartree
**Total charge**: +3
**Kohn-Sham gap**: 7.2 eV

No. 6
Computed, not measured: an isolated ion of composition C8H19FIN2O2 and charge +1 in a non-equilibrium geometry, with wB97M-V/def2-TZVPD.

XYZ file:
```
33
Properties=species:S:1:pos:R:3:forces:R:3:nbo_charge:R:1
I 3.900 -0.154 0.080 -0.627 -0.404 -0.472 0.3592
F 1.706 0.235 -1.796 0.110 0.831 -0.101 -0.2565
O 2.216 2.098 0.393 -2.257 -0.867 -0.286 -0.5533
O -0.494 1.858 -1.170 -1.005 -0.435 -1.380 -0.5328
N 0.995 -2.467 -1.367 0.274 2.594 -1.866 -0.7540
N 1.810 -0.029 -0.421 1.356 -0.606 0.822 -0.2434
C -0.983 -0.108 -0.093 1.174 0.344 -2.285 -0.4308
C -0.287 1.273 0.029 3.097 -2.370 -1.112 0.1135
C 2.302 2.960 1.520 0.985 1.414 -0.772 -0.2740
C -0.929 -2.636 0.105 -0.335 -2.818 1.802 -0.4319
C -0.070 3.127 -1.522 -0.044 2.498 -0.048 -0.2527
C 1.253 1.052 0.404 -0.044 -0.044 -0.045 0.1813
C 0.425 -3.259 -0.292 -3.164 -1.427 -2.245 -0.2149
C -0.649 -1.290 0.819 1.660 -0.428 -1.069 -0.4235
H 2.976 3.721 0.974 -1.355 -0.282 1.928 0.2327
H 0.314 -2.131 -2.147 1.229 -0.916 1.844 0.4400
H 0.967 3.150 -1.931 -0.611 -0.193 0.352 0.1864
H -2.024 0.066 -0.076 -1.351 0.307 0.549 0.2406
H 1.349 3.296 1.993 0.370 0.247 -1.179 0.1913
H -1.213 -1.143 1.697 -0.621 -0.233 1.181 0.2382
H 0.256 -4.286 -0.766 0.397 1.088 1.323 0.2215
H 1.189 0.635 1.424 0.307 -0.187 -0.228 0.1982
H 0.470 -1.375 1.135 -2.003 0.564 -0.387 0.1930
H -1.392 -3.492 0.758 0.791 1.903 -0.406 0.2480
H -0.107 3.853 -0.626 -0.073 -0.925 -1.355 0.1731
H -0.613 1.782 0.843 -1.532 2.102 2.469 0.1756
H 1.386 -1.502 -0.868 -0.351 -1.460 -0.980 0.4821
H 1.143 -3.191 0.474 0.663 -0.638 1.206 0.2172
H -0.902 -0.268 -1.232 0.479 -0.466 1.592 0.2131
H -0.780 3.475 -2.353 1.035 -0.318 1.339 0.2094
H -1.666 -2.699 -0.717 0.597 0.812 0.014 0.2339
H 2.815 2.538 2.380 0.556 -0.545 -0.178 0.1848
H 1.689 -3.066 -1.825 0.294 0.856 -0.024 0.4345
```
Forces are in eV/Å.

Computed properties:
**Maximum force**: 0.080 hartree/bohr
**LUMO energy**: -0.15040 hartree
**Total charge**: +1
**Kohn-Sham gap**: 8.5 eV
**SMILES**: CO[C@@H](CCCC[NH3+])[C@H](OC)N(F)I

No. 7
Computed, not measured: a 2-piece molecular cluster, C8H19FNP overall in a non-equilibrium geometry, with wB97M-V/def2-TZVPD.

XYZ file:
```
30
Properties=species:S:1:pos:R:3:forces:R:3:nbo_charge:R:1
P 1.058 -0.613 -1.165 -0.166 0.765 0.336 1.0040
F 1.053 0.776 -2.025 -0.130 -0.360 0.134 -0.6023
N -1.388 0.056 0.150 1.295 0.024 0.082 -0.3302
C -2.206 -2.091 -0.907 0.117 0.226 0.108 -0.6219
C 2.378 -1.231 1.133 -0.159 0.032 -0.256 -0.6231
C -2.905 1.929 0.172 0.186 -0.228 -0.095 -0.5975
C 1.595 1.151 0.935 -0.062 -0.093 -0.023 -0.6280
C -2.022 -1.204 0.331 -0.247 -0.600 -0.014 -0.2728
C 2.204 -0.036 0.197 -0.207 -0.124 -0.309 -0.3864
C -2.042 0.994 -0.696 -0.359 0.379 -0.341 -0.2836
C 3.542 0.338 -0.449 -0.230 -0.072 -0.061 -0.6178
H 1.419 -1.516 1.562 -0.088 -0.086 0.149 0.2138
H -1.435 -1.752 1.076 -0.154 -0.033 0.013 0.1897
H 3.438 1.230 -1.061 0.024 0.064 -0.067 0.2199
H -3.661 1.351 0.700 -0.118 0.037 0.055 0.1992
H 0.604 0.891 1.304 -0.008 0.074 0.080 0.2444
H -2.678 0.538 -1.468 0.081 0.044 -0.019 0.1666
H -3.395 2.669 -0.455 -0.072 0.065 -0.025 0.2116
H -3.021 -1.022 0.761 0.050 0.007 0.098 0.1955
H -1.280 1.605 -1.191 -0.054 -0.087 -0.050 0.2116
H -2.869 -1.627 -1.632 -0.054 -0.015 -0.112 0.2023
H 2.230 1.441 1.770 0.126 0.059 0.098 0.2030
H -1.239 -2.263 -1.379 -0.065 -0.067 -0.030 0.2145
H 2.782 -2.087 0.594 0.065 -0.123 0.021 0.2108
H -2.281 2.433 0.906 0.008 0.042 0.040 0.2124
H 3.909 -0.471 -1.081 0.111 -0.053 -0.032 0.2099
H 4.286 0.533 0.320 0.116 0.051 0.158 0.2110
H -2.633 -3.046 -0.611 -0.056 -0.081 -0.006 0.2129
H 1.494 2.004 0.267 -0.018 0.113 -0.032 0.2130
H 3.061 -0.982 1.942 0.065 0.040 0.099 0.2174
```
Forces are in eV/Å.

Computed properties:
**Maximum force**: 0.025 hartree/bohr
**LUMO energy (spin up / spin down)**: -0.00087 / -0.00524 hartree
**Kohn-Sham gap (spin up / spin down)**: 7.5 / 8.6 eV
**ΔE to the lowest compared entry with this formula, charge and spin**: 3.2 kcal per mole

No. 8
Computed, not measured: a 2-piece molecular cluster, C8H19N2S overall in a non-equilibrium geometry, with wB97M-V/def2-TZVPD.

XYZ file:
```
30
Properties=species:S:1:pos:R:3:forces:R:3:nbo_charge:R:1
S -1.942 -0.907 0.274 -2.189 0.402 -0.230 0.3185
N 0.665 -0.266 -3.189 4.165 -2.550 -4.340 -0.5032
N -1.182 0.926 -3.291 -0.639 0.058 -3.146 -0.7409
C 0.577 -0.209 1.336 -1.587 -0.653 0.356 -0.4228
C -0.109 0.999 1.981 0.414 -0.840 0.280 -0.4198
C 0.590 -0.598 -4.632 1.299 -2.050 1.408 -0.4739
C -0.340 -1.071 0.491 3.049 2.410 -0.678 -0.3505
C -0.286 0.289 -2.627 1.207 3.110 7.289 0.3881
C 0.149 0.788 3.432 0.301 0.703 2.820 -0.3847
C 0.322 -2.285 0.067 -0.571 -1.221 2.341 -0.6859
C -0.483 1.843 4.370 -1.745 -0.160 -4.338 -0.5938
H -0.988 0.959 -4.352 -1.287 0.122 2.422 0.4239
H 1.231 0.760 3.616 0.126 0.398 -0.402 0.1984
H 0.006 -2.715 -0.818 0.373 -0.439 -2.661 0.2254
H -2.049 1.204 -2.892 -0.542 0.395 0.130 0.4465
H 1.440 -1.258 -4.831 0.493 1.043 -0.436 0.2548
H -1.557 1.683 4.227 -0.083 0.195 0.493 0.1964
H 0.370 1.958 1.818 -0.078 0.173 -0.848 0.2218
H -0.327 2.894 4.165 0.517 0.144 -0.345 0.2048
H 1.553 -0.038 0.918 0.330 0.349 -0.779 0.2181
H -0.094 -0.191 3.894 -0.620 0.219 -0.829 0.2028
H 1.330 -2.384 0.464 0.211 0.069 -0.860 0.2438
H 1.593 -0.435 -2.799 -0.905 0.022 0.540 0.4455
H -0.122 -1.370 -4.689 -1.777 -0.547 -0.337 0.2349
H -0.217 1.633 5.302 0.930 -0.712 4.145 0.2093
H 0.098 0.471 -1.421 -2.464 -0.549 -2.891 0.2680
H 0.808 -0.941 2.129 0.186 0.353 0.236 0.2183
H 0.393 0.174 -5.330 0.360 0.836 -0.540 0.2177
H -0.249 -2.959 0.679 0.058 -1.410 0.924 0.2401
H -1.181 1.045 1.706 0.468 0.130 0.276 0.1982
```
Forces are in eV/Å.

Computed properties:
**Maximum force**: 0.156 hartree/bohr
**LUMO energy (spin up / spin down)**: -0.11487 / -0.19812 hartree
**Total charge**: +1
**Kohn-Sham gap (spin up / spin down)**: 6.2 / 7.8 eV
**ΔE to the lowest compared entry with this formula, charge and spin**: 0.0 kcal per mole
**2S+1**: 3